Run i
Below is a cluster of 2 separate species, C6H14NO in total, with properties calculated with ωB97M-V/def2-TZVPD.

Values from the calculation:
Total charge = +1
Multiplicity = 1
LUMO level = -5.13 eV
Frontier orbital gap = 8.60 eV

Geometry as XYZ:
```
22
Properties=species:S:1:pos:R:3:mulliken_charge:R:1
C 2.32931 1.95497 -1.53620 -0.9281
C 1.93671 1.90544 0.00826 -0.6651
C 0.57477 1.49066 0.38880 -0.4461
C 0.10217 0.08902 0.32537 -0.1517
C -1.05395 -0.15438 -0.32664 -0.5105
N -1.84723 -1.33442 -0.41699 -0.0364
C -2.56509 -1.63414 -1.44626 -0.1193
H 1.54877 2.39275 -2.13911 0.2964
H 2.51206 0.90583 -1.95896 0.2534
H 3.30151 2.60867 -1.39898 0.3033
H 2.31151 3.02016 0.26635 0.3391
H 2.68910 1.33045 0.49047 0.4023
H -0.03665 2.10776 -0.30923 0.2366
H 0.39468 1.78990 1.45411 0.2912
H 0.42958 -0.74473 0.78962 0.4851
H -1.50917 0.58819 -0.98465 0.3429
H -2.09776 -1.89698 0.51353 0.3627
H -2.45162 -1.14404 -2.46710 0.2799
H -3.32665 -2.39717 -1.45717 0.2697
H 0.99247 -2.46105 2.42874 0.3417
H 0.00490 -1.76219 3.37502 0.3280
O 0.02803 -2.11326 2.47954 -0.6751
```


Run ii
Below is a cluster of 2 separate species, C6H14NO in total, with properties calculated with ωB97M-V/def2-TZVPD.

Values from the calculation:
Total charge = +1
Multiplicity = 1
LUMO level = -8.52 eV
Frontier orbital gap = 3.54 eV

Geometry as XYZ:
```
22
Properties=species:S:1:pos:R:3:mulliken_charge:R:1
O 2.40225 -0.62945 -0.06343 -0.3151
C 1.34695 -0.21771 0.35034 -0.1410
C 0.17471 -1.13031 0.28985 0.2158
C -1.16068 -0.64258 0.59304 -0.9442
C -1.79293 0.54251 -0.20785 0.7159
C -3.09258 0.92217 0.51307 -1.5620
C -1.91739 0.14611 -1.67846 -1.3797
N 5.71694 0.10323 0.18457 -0.6341
H 1.21750 0.73424 0.88153 0.4084
H 0.38666 -2.17768 0.08230 0.4369
H -1.32386 -0.46928 1.67212 0.4974
H -1.78631 -1.52399 0.40212 0.4367
H -1.16100 1.42986 -0.12212 0.2505
H -3.60288 1.71752 -0.02481 0.3988
H -3.75773 0.07276 0.66497 0.3713
H -2.86653 1.33305 1.49945 0.4169
H -2.67575 -0.61136 -1.86219 0.3673
H -2.21936 1.02976 -2.24279 0.3709
H -0.93296 -0.16802 -2.03042 0.4237
H 6.07882 -0.70592 -0.28734 0.2287
H 6.22020 0.33948 1.02501 0.2302
H 4.74592 -0.09439 0.36105 0.2064
```


Most stable to least stable, the ends of the list are run i and run ii.


Run i
Below is a structure of composition C3H4S2, with properties calculated with ωB97M-V/def2-TZVPD.

Values from the calculation:
Multiplicity = 1
LUMO level (alpha / beta) = -0.74 / -0.74 eV
Frontier orbital gap (alpha / beta) = 7.76 / 7.76 eV

Geometry as XYZ:
```
9
Properties=species:S:1:pos:R:3:mulliken_charge:R:1
C -0.55978 0.33373 0.72722 -0.4986
C 0.54851 -0.10094 -0.10489 -0.2600
C 1.03262 0.89376 -0.97164 -0.2749
S -0.90925 1.96985 -0.05304 -0.2030
S 2.11754 0.74696 0.37278 -0.0839
H -1.38548 -0.36411 0.48683 0.2985
H -0.28075 0.52135 1.80452 0.3038
H 0.71640 -1.12945 -0.42223 0.3846
H 1.35307 0.94767 -2.08074 0.3333
```


Run ii
Below is an isolated molecule of C3H4S2, with properties calculated with ωB97M-V/def2-TZVPD.

Values from the calculation:
Multiplicity = 1
LUMO level = 0.35 eV
Frontier orbital gap = 8.73 eV

Geometry as XYZ:
```
9
Properties=species:S:1:pos:R:3:mulliken_charge:R:1
C 0.23894 -0.17963 -0.58043 -0.4627
C -0.84702 0.17830 0.01911 0.3517
C -1.89931 0.59320 0.65111 -0.6149
S 1.75005 -0.72005 0.35125 0.0066
S 3.22132 0.46457 -0.18834 -0.3576
H 0.41043 -0.10934 -1.64058 0.3840
H -2.77418 0.01318 0.85969 0.2689
H -1.91666 1.63528 0.95661 0.2371
H 1.81643 -1.87551 -0.42842 0.1869
```


Run iii
Below is an isolated molecule of C3H4S2, with properties calculated with ωB97M-V/def2-TZVPD.

Values from the calculation:
Multiplicity = 1
LUMO level (alpha / beta) = -0.70 / -2.01 eV
Frontier orbital gap (alpha / beta) = 8.21 / 5.55 eV

Geometry as XYZ:
```
9
Properties=species:S:1:pos:R:3:mulliken_charge:R:1
C -0.21852 -1.40124 0.38161 -0.5321
C 0.16052 1.13460 -0.58540 -0.4748
C -0.49596 -0.01144 0.04967 0.1883
S -1.20398 -0.37275 1.54196 -0.0796
S 1.85621 1.57587 0.13946 -0.1814
H -0.78098 -2.17831 -0.11998 0.2398
H 0.76803 -1.70051 0.71949 0.2604
H 0.35715 0.92047 -1.63441 0.2813
H -0.44247 2.03331 -0.49242 0.2980
```


Run iv
Below is an isolated molecule of C3H4S2, with properties calculated with ωB97M-V/def2-TZVPD.

Values from the calculation:
SMILES string = CC(=S)C=S
Multiplicity = 1
LUMO level = -2.12 eV
Frontier orbital gap = 6.97 eV

Geometry as XYZ:
```
9
Properties=species:S:1:pos:R:3:mulliken_charge:R:1
C -0.53896 -1.08895 0.05990 -0.9693
C -0.29660 0.37258 0.19842 0.4445
S -1.64082 1.35164 0.02051 -0.2078
C 0.91189 1.12548 0.10917 -0.3294
S 2.38172 0.42347 0.00338 -0.2046
H -1.01143 -1.68855 0.69282 0.3477
H 0.43637 -1.59885 -0.18663 0.2926
H -1.13930 -1.09732 -0.92412 0.2689
H 0.89713 2.20049 0.02655 0.3574
```


Most stable to least stable, the ends of the list are run iv and run iii.


Run i
Below is a structure of composition C3H4S2, with properties calculated with ωB97M-V/def2-TZVPD.

Values from the calculation:
Multiplicity = 1
LUMO level (alpha / beta) = -0.42 / -0.37 eV
Frontier orbital gap (alpha / beta) = 7.26 / 7.49 eV

Geometry as XYZ:
```
9
Properties=species:S:1:pos:R:3:mulliken_charge:R:1
C -0.11571 -0.02962 1.23912 -0.0014
C -1.13354 0.27973 0.08546 -0.3219
C 1.11323 -0.59400 -0.80623 -0.6894
S 0.64873 0.85450 2.30467 -0.1765
S 0.16319 0.87400 -0.97721 -0.0506
H -1.67764 -0.51179 -0.37253 0.2410
H -1.78812 1.08611 0.27388 0.3246
H 2.19287 -0.48860 -0.73699 0.3494
H 0.59699 -1.47033 -1.01017 0.3247
```


Run ii
Below is an isolated molecule of C3H4S2, with properties calculated with ωB97M-V/def2-TZVPD.

Values from the calculation:
Multiplicity = 1
LUMO level (alpha / beta) = -0.09 / -2.05 eV
Frontier orbital gap (alpha / beta) = 9.49 / 5.70 eV

Geometry as XYZ:
```
9
Properties=species:S:1:pos:R:3:mulliken_charge:R:1
C 0.95958 -0.31075 -0.22976 -0.8012
C -0.34178 0.10742 0.54381 -0.1440
C -1.50994 0.93563 -0.09354 -0.4781
S 2.38368 -1.38263 0.56142 -0.0815
S -1.97718 -0.73257 0.02962 -0.1100
H 0.76901 -0.98964 -0.96929 0.3415
H 1.53715 0.45708 -0.65044 0.3884
H -0.07444 0.14863 1.52151 0.4734
H -1.74608 1.76683 -0.71333 0.4116
```


Most stable to least stable, the ends of the list are run i and run ii.


Run i
Below is a structure of composition C3H4S2, with properties calculated with ωB97M-V/def2-TZVPD.

Values from the calculation:
Multiplicity = 1
LUMO level = 0.40 eV
Frontier orbital gap = 7.84 eV

Geometry as XYZ:
```
9
Properties=species:S:1:pos:R:3:mulliken_charge:R:1
C -1.37218 0.61372 2.24665 -0.4680
C -0.17893 0.22262 0.47498 0.3725
C 0.43000 -0.24932 -0.78445 -0.8928
S 0.00561 1.41578 1.60303 -0.1137
S -1.74588 -0.42118 0.92849 -0.1168
H -2.03478 1.27917 2.81410 0.3402
H 1.30168 0.39458 -1.04846 0.2958
H -0.34633 -0.19812 -1.48038 0.3102
H 0.72204 -1.29316 -0.74457 0.2726
```


Run ii
Below is a cluster of 2 separate species, C3H4S2 in total, with properties calculated with ωB97M-V/def2-TZVPD.

Values from the calculation:
Multiplicity = 1
LUMO level = -0.80 eV
Frontier orbital gap = 6.95 eV

Geometry as XYZ:
```
9
Properties=species:S:1:pos:R:3:mulliken_charge:R:1
C 1.30131 -0.39861 -2.04172 -0.3756
C 0.27542 0.12434 -1.67784 -0.3518
C -1.61963 0.39722 1.90466 -0.3936
S -1.82526 -0.96687 3.06823 -0.0443
S 0.03642 -0.25092 2.33312 0.0377
H 2.01962 -0.89803 -2.64337 0.3721
H 0.36301 -0.89906 1.18648 0.2004
H -0.39579 0.58029 -1.00459 0.3787
H -1.86693 1.30907 2.44644 0.1764
```


Most stable to least stable, the ends of the list are run i and run ii.